[1]
DFT (wB97M-V/def2-TZVPD) results for a structure of composition C24H50Br2F6IO10PSi2.

```
96
Properties=species:S:1:pos:R:3:forces:R:3
C 3.70555 -1.20940 1.21603 0.33 0.96 1.16
C 3.18139 0.26266 1.45927 -0.42 -2.24 -0.90
Br 2.53889 0.28187 3.31695 0.47 0.54 -0.25
C 2.02767 0.52260 0.44351 0.75 0.99 0.74
Br 0.61059 -0.78503 0.77386 0.04 0.25 -0.38
Si 1.36267 2.31301 0.43365 -0.15 -1.18 0.35
C 2.68278 3.57446 -0.04949 0.78 -0.12 -0.23
P 4.07673 3.78638 1.09545 -0.24 0.65 1.07
O 3.88318 3.22035 2.43029 -0.29 -0.61 0.01
O 4.27359 5.40171 1.28550 0.07 -0.81 -0.83
O 5.40781 3.21725 0.39739 -0.48 1.09 -0.22
O 0.62235 2.56103 1.91378 0.23 1.50 -1.16
Si 0.44017 4.11175 2.48018 -0.47 -0.86 1.19
F -0.62514 4.02101 3.67824 0.21 0.03 -0.49
I -0.46351 5.72343 0.89769 0.21 -0.15 0.19
C 0.07951 2.33486 -1.04090 -0.47 -0.23 0.63
F 0.43899 3.34259 -1.91769 -0.07 -0.15 0.10
F 0.17997 1.16376 -1.77136 0.26 0.19 0.02
C -1.37778 2.49004 -0.63763 0.04 0.76 -0.95
C -2.15857 3.35923 -1.38792 0.23 0.43 -0.66
C -3.47696 3.57609 -1.08353 -0.85 0.37 0.08
C -4.06895 2.92996 -0.01161 -0.51 0.14 0.04
C -3.31144 2.04121 0.70878 -0.19 -0.92 0.30
C -3.87514 1.25761 1.87907 0.78 1.33 0.23
F -3.19659 0.11688 2.07661 -0.66 -0.22 -0.10
F -3.68539 1.99456 3.00701 -0.34 -0.26 -0.01
F -5.19438 1.02052 1.78354 0.36 -0.33 -0.02
C -1.98357 1.82194 0.39947 0.86 -0.51 0.55
H 3.52736 -1.55432 0.19407 0.14 0.05 0.17
H 4.77340 -1.18630 1.47608 -0.15 -0.24 -0.39
H 3.25425 -1.86678 1.96262 -0.10 -0.18 -0.56
H 4.04985 0.90634 1.31312 -0.54 0.47 0.31
H 2.43934 0.34176 -0.56045 -0.22 -0.20 0.21
H 2.28690 4.57121 -0.28166 -0.10 -0.26 0.10
H 3.11317 3.21106 -0.99989 -0.24 0.09 0.15
H 3.82114 5.61619 2.11512 0.22 0.03 0.01
H 5.80483 3.91221 -0.15250 0.17 -0.31 -0.09
H 1.68830 4.54527 3.11469 -0.02 0.20 -0.27
H -1.74455 3.91061 -2.22840 0.12 -0.20 0.20
H -4.07982 4.27166 -1.66402 0.22 -0.11 0.02
H -5.10558 3.11715 0.26019 0.17 -0.07 -0.12
H -1.40469 1.13476 1.01098 -0.13 0.06 -0.14
C -6.09577 -1.27451 4.83466 -0.03 0.00 0.04
C -5.86543 -2.61313 4.15913 0.15 0.34 -0.22
O -6.32449 -2.58748 2.81011 -0.12 -0.18 0.04
H -7.15556 -1.01624 4.82074 0.00 -0.07 0.03
H -5.75167 -1.29502 5.87025 0.02 0.05 -0.02
H -5.56335 -0.48199 4.30338 0.08 -0.01 0.07
H -6.41152 -3.40239 4.67463 -0.03 -0.04 -0.13
H -4.80073 -2.86950 4.16474 -0.01 -0.05 0.18
H -5.83506 -1.89830 2.34926 -0.02 -0.01 0.00
C 4.36812 7.83261 -1.12439 0.02 0.11 0.22
C 4.81883 6.96981 -2.28013 -0.39 0.23 -0.04
O 3.87691 5.92675 -2.51103 0.16 -0.41 0.01
H 4.25795 7.22410 -0.22547 0.08 0.06 -0.07
H 5.08477 8.63179 -0.92586 -0.05 0.03 0.00
H 3.39346 8.28211 -1.33340 0.06 0.08 -0.07
H 5.77933 6.50550 -2.05549 -0.06 -0.14 -0.09
H 4.92864 7.55953 -3.19595 0.16 0.04 0.05
H 3.02855 6.32964 -2.72031 0.02 0.00 0.00
C 1.93223 -6.34536 1.66716 -0.07 0.01 -0.03
C 2.66156 -5.06812 1.29840 0.14 -0.24 0.39
O 2.98713 -4.31872 2.47049 -0.06 0.18 -0.16
H 1.01760 -6.11708 2.21788 0.01 0.07 -0.04
H 1.67614 -6.91734 0.77696 0.11 -0.04 0.01
H 2.55097 -6.96901 2.31812 0.05 -0.03 -0.08
H 2.03559 -4.43704 0.66796 0.05 0.12 0.10
H 3.58461 -5.29283 0.75347 -0.09 -0.03 -0.15
H 3.54709 -4.87542 3.02016 -0.02 0.03 0.03
C -1.19143 -9.44113 -0.56907 0.04 -0.06 0.11
C -0.36834 -8.17675 -0.39739 -0.13 -0.25 -0.43
O 0.96044 -8.36831 -0.88124 0.09 -0.03 0.20
H -0.73109 -10.27333 -0.03322 -0.01 0.08 0.11
H -2.20575 -9.29801 -0.19295 -0.01 -0.04 -0.05
H -1.24547 -9.72779 -1.62014 -0.16 0.13 -0.01
H -0.29949 -7.90745 0.65497 0.13 0.01 -0.03
H -0.82202 -7.34075 -0.93887 -0.13 0.01 0.11
H 0.89940 -8.59217 -1.81487 0.01 0.16 -0.02
C -1.86106 9.83050 -2.39829 0.07 0.03 -0.01
C -1.74298 8.38579 -1.95122 -0.31 0.24 0.15
O -1.68183 8.29510 -0.52875 0.15 -0.09 -0.10
H -1.01207 10.41161 -2.03604 0.03 -0.05 -0.04
H -1.89810 9.90217 -3.48643 -0.03 0.02 0.01
H -2.76375 10.28909 -1.98769 -0.05 -0.04 -0.08
H -0.83117 7.93713 -2.34502 0.01 -0.07 0.13
H -2.59746 7.80077 -2.30735 0.07 -0.03 -0.15
H -2.49043 8.68013 -0.17562 0.03 -0.02 0.04
C -1.66630 -11.33640 -4.82573 -0.06 0.02 0.03
C -0.92892 -10.05652 -5.17157 0.15 -0.27 0.21
O -0.60519 -9.32129 -3.99192 -0.01 0.20 -0.02
H -2.58207 -11.11188 -4.27724 -0.02 0.03 -0.07
H -1.92376 -11.89561 -5.72650 0.02 -0.03 0.03
H -1.05382 -11.97353 -4.18273 0.04 -0.04 -0.09
H -1.54917 -9.41409 -5.79456 0.05 0.12 0.09
H -0.00553 -10.27813 -5.71590 -0.08 -0.01 -0.14
H -0.04685 -9.88466 -3.44625 -0.03 -0.09 -0.08
```
Positions in Å, forces in eV/Å.

For the largest force on an atom, the calculation gives 0.0477 hartree/bohr. The value obtained for the orbital gap is 9.471 eV. The calculation puts the LUMO energy at 0.19 eV. Its multiplicity is 1. The calculation puts the HOMO energy at -9.283 eV. The calculation puts the total energy at -235716.4144 eV.

---

[2]
DFT (wB97M-V/def2-TZVPD) results for a structure of composition C24H50ClGeN2O2RuS2Si4.

```
87
Properties=species:S:1:pos:R:3:forces:R:3
Ru 8.68266 11.87298 12.45395 -3.71 -0.88 -1.67
C 10.17410 13.76444 15.40345 0.16 -0.30 1.20
C 9.38640 14.39650 14.31784 -1.00 1.62 -0.27
C 9.16047 15.77084 14.42609 0.56 -0.53 0.27
C 8.46336 16.45725 13.45580 -0.41 1.06 -1.00
C 7.95339 15.81651 12.34723 -0.35 -0.61 0.09
C 8.14528 14.40779 12.26948 0.04 0.10 0.10
N 8.82619 13.75706 13.28719 0.27 1.70 0.23
N 7.76237 13.53677 11.31969 -0.87 0.34 -1.13
Si 6.87529 14.09477 9.77042 1.71 -0.01 1.53
C 8.10126 15.33399 8.99542 -0.71 -0.31 0.10
C 5.18358 14.79188 10.21626 -0.24 -0.61 0.10
C 6.65752 12.69620 8.55424 0.40 -0.75 -0.29
H 10.46785 14.57109 16.10938 -0.19 -0.54 -0.41
H 11.11236 13.31577 15.05662 -0.37 -0.20 -0.05
H 9.56759 13.03661 15.99729 0.56 0.30 -0.67
H 9.56992 16.28201 15.27293 0.14 0.27 0.23
H 8.35586 17.55848 13.49939 -0.01 -0.77 0.24
H 7.32823 16.31977 11.60393 0.46 -0.10 0.24
H 7.89309 16.37663 9.23166 -0.08 0.05 -0.02
H 8.07170 15.20993 7.90657 0.19 0.13 0.14
H 9.08957 15.09511 9.38593 0.13 -0.08 -0.18
H 4.99573 14.68181 11.29478 0.04 0.06 -0.29
H 4.39582 14.23031 9.68092 0.29 0.20 0.25
H 5.06605 15.83248 9.95125 0.03 0.38 -0.05
H 6.79605 13.07932 7.52890 -0.21 -0.01 0.33
H 5.67588 12.21758 8.61298 0.02 0.09 0.00
H 7.40488 11.88313 8.64687 -0.27 0.56 0.11
C 11.85419 9.76547 15.11497 -0.80 -1.41 0.83
C 10.58196 10.34504 14.47397 0.20 -0.65 0.10
S 10.76216 11.27249 12.98590 3.01 -0.86 2.35
C 9.33640 10.08991 15.01551 0.40 0.65 -0.82
C 9.00380 9.05944 16.04346 -0.68 0.10 0.85
S 7.96315 11.02387 14.50582 -0.47 -0.23 0.28
H 12.76578 10.22415 14.75567 0.03 0.04 -0.34
H 11.90842 8.62336 14.96465 0.04 1.66 0.08
H 11.84409 9.92959 16.23360 -0.13 -0.15 -1.12
H 8.64864 9.47385 17.01338 0.00 0.09 -0.70
H 9.85860 8.48854 16.31342 0.82 -0.66 0.03
H 8.21020 8.36783 15.69169 0.46 0.46 0.03
Cl 13.87560 13.96852 8.49502 -0.21 -0.32 0.60
C 13.32234 13.35650 10.12695 0.05 1.47 -0.37
C 11.97739 12.66862 9.98024 0.24 -0.54 0.77
O 10.95918 13.31023 9.78662 0.30 -0.24 -0.08
O 12.03888 11.36333 10.20728 -1.22 0.78 -0.06
H 13.21388 14.26678 10.76145 -0.07 -0.74 -0.51
H 14.10567 12.73942 10.52590 0.13 -0.41 -0.02
C 6.13394 8.70525 12.94640 0.26 1.03 1.16
Si 6.75634 10.24992 12.02448 -0.39 -0.38 -0.03
C 7.08978 9.46048 10.34152 -0.36 0.47 -0.83
C 5.28960 11.45926 11.93331 0.50 -0.28 -0.35
Ge 10.12539 10.70607 10.39211 1.05 -1.29 -1.43
Si 10.06601 10.65161 7.83168 -0.10 -0.75 -0.53
C 8.64148 9.53249 7.23151 -0.40 -0.53 0.12
C 11.70271 9.93537 7.16159 0.03 -0.65 0.64
C 9.85301 12.28871 6.99260 -0.21 0.54 -0.05
Si 10.75077 8.30146 10.87550 0.98 0.50 -0.02
C 9.84767 7.47393 12.28704 -1.03 0.53 -0.35
C 10.56936 7.09155 9.41383 0.51 0.53 -0.27
C 12.56538 8.47929 11.41164 0.69 -0.42 -0.95
H 5.47841 8.18801 12.25684 -0.13 -0.25 -0.14
H 5.56620 8.99510 13.85376 0.15 -0.13 -0.50
H 6.92938 8.05108 13.30203 0.07 -0.14 -0.24
H 6.10348 9.15279 9.90877 0.64 0.03 0.40
H 7.76957 8.59730 10.33530 -0.25 0.16 0.20
H 7.48945 10.19842 9.63540 -0.08 -0.25 0.15
H 4.39728 10.97693 12.30223 -0.37 -0.31 0.08
H 5.11354 11.76338 10.89019 0.10 0.09 0.37
H 5.46416 12.32483 12.56008 0.05 0.32 -0.05
H 8.22693 8.84694 7.99725 0.39 0.28 -0.41
H 8.96872 8.90570 6.37474 -0.04 0.36 0.43
H 7.77475 10.11879 6.88554 0.33 0.01 0.08
H 12.00698 8.98607 7.67206 -0.34 0.70 -0.57
H 12.52416 10.63342 7.32139 -0.02 0.13 -0.02
H 11.59732 9.76232 6.07342 -0.01 0.00 0.46
H 9.41980 12.10543 5.98142 0.16 0.30 0.68
H 10.82208 12.76774 6.88916 0.23 0.03 -0.17
H 9.27008 13.00188 7.59343 -0.11 -0.30 -0.42
H 8.87865 7.20562 11.82775 0.25 -0.38 0.39
H 9.58711 8.17849 13.08611 0.31 -0.25 0.11
H 10.37821 6.58598 12.65022 -0.20 0.20 -0.02
H 9.65746 7.23782 8.83004 -0.07 -0.10 0.20
H 10.62414 6.06120 9.76341 -0.13 -0.07 0.10
H 11.39455 7.22154 8.69815 -0.15 -0.02 0.21
H 12.69937 9.12351 12.27393 -0.18 0.15 0.16
H 13.20546 8.90166 10.60654 -0.50 -0.07 0.35
H 13.03572 7.51088 11.64679 -0.30 0.07 0.05
```
Positions in Å, forces in eV/Å.

For the largest force on an atom, the calculation gives 0.0809 hartree/bohr. The value obtained for the orbital gap (spin up / spin down) is 5.901 / 4.893 eV. The calculation puts the LUMO energy (spin up / spin down) at 0.04 / -2.62 eV. Its multiplicity is 6. The calculation puts the HOMO energy (spin up / spin down) at -5.857 / -7.511 eV. The calculation puts the total energy at -157576.9284 eV.

---

[3]
DFT (wB97M-V/def2-TZVPD) results for a structure of composition C24H50ClNO3P2PdSi2.

```
84
Properties=species:S:1:pos:R:3:forces:R:3
Pd -0.54906 0.31100 -0.40180 1.59 -1.04 0.57
C 2.13883 -0.14675 -1.75466 -0.35 0.14 -0.07
C 1.35040 -1.31481 -1.85093 0.27 0.02 -0.04
C 0.03678 -0.91948 -2.31388 0.15 1.34 -0.31
Si 2.04012 -2.98930 -1.37643 -0.43 -0.13 0.49
C 0.05334 0.52021 -2.49896 0.22 -0.86 0.32
C 1.38207 0.99115 -2.10562 0.02 -0.46 -0.38
Si 2.04857 2.71963 -1.89491 -0.28 0.24 0.35
H 3.19632 -0.13153 -1.47736 -0.48 0.02 0.07
H -0.76463 -1.58162 -2.63125 0.18 0.17 0.15
H -0.72012 1.11041 -2.98531 0.25 -0.19 0.01
Cl -4.50691 0.14019 1.54092 -1.62 0.13 0.84
C 3.91142 2.66706 -1.79989 -0.02 -0.13 -0.06
C 1.49805 3.77462 -3.33059 0.19 0.03 -0.11
C 3.90462 -2.91568 -1.29435 -0.03 0.15 -0.07
C 1.51142 -4.27845 -2.61838 0.15 -0.01 -0.13
H 2.15307 3.52138 -4.17604 -0.21 0.18 0.05
H 1.62906 4.83828 -3.09028 -0.08 -0.19 -0.17
H 0.45977 3.59154 -3.62967 0.23 0.12 0.03
H 4.25514 2.14292 -0.89937 -0.03 0.16 -0.15
H 4.31244 3.68880 -1.79476 -0.01 -0.23 0.03
H 4.30700 2.13904 -2.67742 0.03 0.16 0.14
H 2.14871 -4.14947 -3.50470 -0.20 -0.17 0.09
H 0.46451 -4.18054 -2.92781 0.24 -0.10 0.04
H 1.67839 -5.28489 -2.21057 -0.08 0.17 -0.18
H 4.30161 -2.54990 -2.25057 0.02 -0.13 0.17
H 4.30997 -3.91903 -1.10828 -0.03 0.24 -0.02
H 4.24617 -2.24018 -0.49986 -0.03 -0.19 -0.12
C 1.31534 3.32712 -0.25410 0.50 0.02 -0.11
C 1.31243 -3.33129 0.34277 0.38 0.13 -0.04
P -0.35494 2.68554 0.08238 -0.18 2.13 -0.13
H 1.34976 4.42875 -0.21753 -0.09 -0.34 0.06
H 1.94801 2.95703 0.57139 -0.09 0.05 -0.23
P -0.36692 -2.64405 0.59692 -0.03 -1.48 -0.16
H 1.94578 -2.81438 1.08526 -0.07 -0.15 -0.20
H 1.35481 -4.40942 0.56372 -0.08 0.30 0.06
C -0.89692 -3.40243 2.25958 -0.04 0.69 -0.05
C -1.41850 -3.69460 -0.55861 0.40 0.69 0.20
C -1.41394 3.54415 -1.19976 0.46 -0.37 0.24
C -0.87380 3.67382 1.61245 -0.16 -0.53 0.23
C -0.75705 2.72008 2.78062 -0.32 0.13 0.63
H -1.93223 3.92907 1.45906 0.20 -0.07 -0.09
C -0.09016 4.93624 1.99590 0.01 0.09 -0.31
H 0.96487 4.69346 2.18793 -0.29 0.13 -0.07
H -0.51836 5.31152 2.93782 0.13 -0.15 -0.23
H -0.15711 5.74985 1.26778 0.13 -0.14 0.05
H -1.23366 1.75720 2.58994 0.25 0.15 0.20
H -1.21133 3.14939 3.68437 0.09 -0.04 -0.19
H 0.30864 2.57452 2.98989 -0.30 -0.25 0.04
H -0.97281 3.23458 -2.16106 -0.28 0.19 0.17
C -1.37434 5.06873 -1.07605 -0.18 0.11 -0.32
C -2.84511 3.01545 -1.09412 -0.15 0.08 -0.18
H -0.36037 5.48934 -1.10123 -0.24 -0.16 0.04
H -1.88257 5.40849 -0.16351 0.18 -0.10 -0.26
H -1.92389 5.49220 -1.92707 0.09 0.02 0.14
H -2.91231 1.96356 -1.38984 0.01 0.22 0.05
H -3.49606 3.60423 -1.75275 0.03 -0.14 0.13
H -3.23898 3.09812 -0.07010 0.07 0.00 -0.28
H -0.96821 -3.53580 -1.55177 -0.26 -0.18 0.22
C -2.84748 -3.14616 -0.55070 -0.13 -0.12 -0.16
C -1.38210 -5.17752 -0.19199 -0.15 -0.15 -0.24
H -0.36729 -5.59388 -0.15220 -0.24 0.14 0.02
H -1.93586 -5.73158 -0.96015 0.08 0.00 0.10
H -1.88687 -5.36300 0.76548 0.18 0.04 -0.28
H -2.90591 -2.15347 -1.01069 0.03 -0.22 0.11
H -3.25022 -3.06268 0.46984 0.07 -0.04 -0.28
H -3.49724 -3.82790 -1.11336 0.01 0.15 0.10
C -0.80080 -2.27559 3.27066 -0.42 -0.10 0.40
C -0.08998 -4.57623 2.81514 -0.06 -0.16 -0.20
H -1.95335 -3.68404 2.12406 0.29 0.05 -0.04
H 0.96303 -4.29646 2.96079 -0.28 -0.13 -0.10
H -0.15926 -5.49603 2.22304 0.14 0.20 0.12
H -0.50633 -4.77873 3.81145 0.13 -0.06 -0.19
H 0.25937 -2.10067 3.47672 -0.27 0.33 0.02
H -1.28744 -2.55204 4.21535 0.11 0.00 -0.16
H -1.27496 -1.36921 2.89272 0.28 0.02 0.33
C -2.44512 0.05888 0.38640 0.02 -0.25 0.23
H -3.14873 -0.02579 -0.45371 0.26 0.01 0.44
H -2.38740 -0.81923 1.04475 -0.09 0.40 -0.50
H -2.50488 0.99396 0.97002 -0.22 -0.35 -0.32
O 2.08589 0.39047 4.17695 -1.36 -0.06 0.00
N 0.83317 0.35733 4.03670 0.07 0.11 -0.32
O 0.04544 0.46109 5.01274 0.94 -0.17 -1.12
O 0.34716 0.23341 2.85243 0.79 -0.11 0.86
```
Positions in Å, forces in eV/Å.

For the largest force on an atom, the calculation gives 0.0416 hartree/bohr. The value obtained for the orbital gap (spin up / spin down) is 6.932 / 4.020 eV. The calculation puts the LUMO energy (spin up / spin down) at 0.17 / -3.40 eV. Its multiplicity is 5. The calculation puts the HOMO energy (spin up / spin down) at -6.760 / -7.420 eV. The calculation puts the total energy at -83659.3204 eV.